# 1
Computed, not measured: a molecular structure, C27H54MgO36P2V in a non-equilibrium geometry, with the ωB97M-V functional and the def2-TZVPD basis.

Last column: Löwdin charge in e.
Geometry (Å):
O (2.848, -3.325, 0.491)  -0.457
V (1.679, -2.740, 1.523)  0.970
Mg (-0.293, -1.009, -1.488)  0.344
P (1.142, -0.466, 0.080)  0.171
O (1.966, -0.775, 1.373)  -0.382
O (1.494, -0.685, -1.417)  -0.337
O (-0.216, 0.271, -0.106)  -0.328
O (0.497, -1.841, 0.008)  -0.411
P (0.431, -4.521, 2.939)  -0.121
O (0.954, -4.633, 1.529)  -0.407
O (0.564, -3.035, 3.213)  -0.415
O (1.106, -4.893, 4.261)  -0.437
O (-1.020, -4.434, 3.431)  -0.412
C (-2.381, -2.624, 1.395)  0.019
O (-3.399, -2.622, 0.364)  0.011
C (-3.339, -2.010, -0.839)  -0.560
O (-2.304, -1.502, -1.253)  0.088
O (-4.460, -2.119, -1.423)  0.067
C (-4.725, -1.657, -2.717)  -0.044
H (-2.822, -3.086, 2.279)  0.100
H (-2.024, -1.597, 1.467)  0.093
H (-1.488, -3.126, 1.022)  0.063
H (-4.773, -2.444, -3.469)  0.085
H (-3.930, -1.102, -3.216)  0.082
H (-5.614, -1.030, -2.645)  0.104
C (0.631, 3.368, -1.785)  -0.066
O (1.343, 4.160, -0.954)  0.003
C (0.896, 5.264, -0.370)  -0.534
O (-0.137, 5.934, -0.590)  0.090
O (1.860, 5.519, 0.511)  -0.006
C (1.759, 6.592, 1.454)  -0.035
H (0.494, 2.387, -1.332)  0.082
H (1.225, 3.253, -2.692)  0.107
H (-0.383, 3.721, -1.974)  0.097
H (1.270, 7.458, 1.007)  0.086
H (2.739, 6.777, 1.894)  0.094
H (1.089, 6.413, 2.295)  0.087
C (-0.396, -0.033, 3.256)  -0.039
O (-1.704, -0.130, 3.793)  -0.012
C (-2.018, -1.071, 4.655)  -0.611
O (-1.301, -1.996, 5.001)  0.148
O (-3.218, -0.758, 5.158)  -0.015
C (-3.650, -1.540, 6.282)  -0.063
H (-0.452, 0.736, 2.485)  0.071
H (-0.132, -0.960, 2.747)  0.052
H (0.313, 0.121, 4.069)  0.114
H (-3.531, -2.622, 6.228)  0.095
H (-4.681, -1.307, 6.550)  0.078
H (-2.988, -1.325, 7.121)  0.085
C (-0.796, -9.551, -0.905)  -0.031
O (-0.831, -8.113, -0.898)  0.032
C (-1.821, -7.499, -1.477)  -0.644
O (-2.826, -7.962, -1.929)  0.117
O (-1.655, -6.175, -1.497)  -0.015
C (-0.744, -5.444, -0.719)  -0.032
H (-0.702, -9.916, -1.928)  0.090
H (-1.654, -10.115, -0.542)  0.088
H (0.009, -9.891, -0.254)  0.095
H (0.222, -5.488, -1.222)  0.106
H (-0.798, -5.821, 0.303)  0.098
H (-0.937, -4.379, -0.590)  0.081
C (1.752, 2.505, 1.896)  -0.042
O (1.177, 3.511, 2.786)  -0.027
C (1.654, 3.424, 4.094)  -0.521
O (2.406, 2.598, 4.577)  0.133
O (0.939, 4.360, 4.776)  -0.040
C (1.381, 4.776, 6.079)  -0.047
H (2.736, 2.796, 1.529)  0.100
H (1.145, 2.375, 1.000)  0.056
H (1.786, 1.482, 2.271)  0.067
H (1.491, 3.882, 6.694)  0.091
H (0.557, 5.374, 6.468)  0.088
H (2.326, 5.320, 6.081)  0.090
C (8.924, 3.631, -0.655)  -0.004
O (7.688, 3.008, -0.143)  -0.034
C (6.865, 2.198, -0.823)  -0.521
O (7.133, 1.657, -1.900)  0.074
O (5.661, 2.031, -0.120)  -0.028
C (4.786, 0.971, -0.562)  -0.040
H (9.739, 2.945, -0.423)  0.090
H (8.938, 4.502, 0.000)  0.087
H (8.872, 3.910, -1.707)  0.090
H (3.900, 1.360, -1.064)  0.082
H (4.577, 0.395, 0.339)  0.099
H (5.169, 0.235, -1.270)  0.092
C (-4.252, 6.600, -1.449)  -0.009
O (-3.170, 5.838, -0.839)  0.003
C (-3.385, 4.658, -0.334)  -0.585
O (-4.433, 3.988, -0.384)  0.070
O (-2.309, 4.351, 0.442)  -0.020
C (-2.210, 3.094, 1.063)  -0.032
H (-3.971, 7.326, -2.212)  0.090
H (-4.935, 6.996, -0.699)  0.097
H (-4.783, 5.863, -2.052)  0.082
H (-1.173, 2.763, 1.012)  0.080
H (-2.919, 2.447, 0.546)  0.089
H (-2.565, 2.972, 2.086)  0.103
C (1.431, 0.452, -4.643)  0.014
O (0.163, 1.177, -4.689)  0.023
C (-0.741, 1.032, -3.740)  -0.567
O (-0.693, 0.212, -2.857)  0.110
O (-1.636, 1.980, -3.921)  0.025
C (-2.677, 2.211, -2.978)  -0.002
H (1.314, -0.628, -4.733)  0.088
H (1.994, 0.694, -3.741)  0.095
H (1.989, 0.698, -5.546)  0.090
H (-3.576, 1.662, -3.257)  0.100
H (-2.944, 3.267, -2.946)  0.090
H (-2.256, 2.026, -1.990)  0.100
C (2.333, -3.503, -3.135)  0.003
O (1.157, -4.007, -3.798)  0.021
C (-0.030, -3.453, -3.554)  -0.499
O (-0.260, -2.485, -2.825)  0.092
O (-0.953, -4.160, -4.231)  0.019
C (-2.354, -3.995, -3.938)  -0.012
H (2.309, -3.527, -2.045)  0.093
H (2.531, -2.483, -3.465)  0.081
H (3.218, -3.990, -3.544)  0.092
H (-2.563, -4.284, -2.907)  0.094
H (-2.890, -4.664, -4.611)  0.102
H (-2.752, -2.980, -3.966)  0.067

Its expectation value of S² is 0.778. As for the spin multiplicity: 2. The orbital gap (spin up / spin down) is 2.82 / 2.88 eV. For the HOMO energy (spin up / spin down), the calculation gives 0.348 / 0.283 eV. Its charge is -2.

***

# 2
Computed, not measured: 12 unconnected molecules or ions with the total composition C27H54N6O6S3 in a non-equilibrium geometry, with the ωB97M-V functional and the def2-TZVPD basis.

Last column: Löwdin charge in e.
Geometry (Å):
C (1.842, 1.122, 7.346)  -0.075
C (3.014, 1.747, 7.883)  -0.313
N (3.993, 2.211, 8.259)  0.128
H (2.021, 1.000, 6.278)  0.089
H (1.094, 1.890, 7.539)  0.084
H (1.538, 0.203, 7.847)  0.087
C (1.036, -6.223, 2.759)  -0.078
C (1.744, -7.246, 1.992)  -0.284
N (2.289, -8.081, 1.378)  0.116
H (0.347, -6.793, 3.382)  0.082
H (0.601, -5.477, 2.095)  0.083
H (1.715, -5.684, 3.420)  0.080
C (8.305, 5.773, 4.547)  -0.062
C (7.163, 6.427, 3.806)  -0.271
N (6.300, 6.963, 3.243)  0.106
H (7.841, 5.195, 5.346)  0.078
H (8.962, 6.526, 4.982)  0.075
H (8.821, 5.213, 3.768)  0.075
C (-5.251, 4.135, -3.061)  -0.081
C (-6.301, 3.672, -3.900)  -0.316
N (-7.164, 3.379, -4.586)  0.133
H (-5.414, 5.212, -3.021)  0.090
H (-4.285, 3.767, -3.405)  0.088
H (-5.374, 3.843, -2.018)  0.085
C (-5.302, 3.706, 3.830)  -0.082
C (-5.596, 5.012, 3.350)  -0.312
N (-5.757, 6.074, 2.929)  0.130
H (-6.257, 3.346, 4.213)  0.084
H (-4.581, 3.809, 4.641)  0.091
H (-5.095, 2.969, 3.054)  0.090
C (-0.196, 8.613, -0.312)  -0.086
C (-0.313, 10.009, -0.012)  -0.297
N (-0.425, 11.119, 0.263)  0.129
H (-0.569, 8.217, -1.256)  0.084
H (-0.776, 8.079, 0.441)  0.085
H (0.832, 8.286, -0.160)  0.085
C (8.718, -1.433, 0.268)  -0.259
S (7.496, -2.594, 1.015)  0.819
O (6.565, -1.782, 1.896)  -0.578
C (6.681, -3.034, -0.522)  -0.285
H (9.474, -1.090, 0.974)  0.045
H (8.189, -0.549, -0.087)  0.054
H (9.240, -2.002, -0.502)  0.047
H (7.235, -3.868, -0.953)  0.050
H (6.647, -2.216, -1.242)  0.052
H (5.647, -3.325, -0.337)  0.055
C (-6.103, -2.800, 7.803)  -0.290
S (-5.283, -4.073, 6.830)  0.829
O (-4.463, -3.301, 5.826)  -0.569
C (-4.160, -4.558, 8.199)  -0.273
H (-5.437, -2.153, 8.375)  0.057
H (-6.847, -3.128, 8.529)  0.053
H (-6.743, -2.296, 7.078)  0.046
H (-4.680, -5.155, 8.948)  0.050
H (-3.715, -3.734, 8.757)  0.049
H (-3.306, -5.106, 7.802)  0.046
C (4.045, 2.304, -8.741)  -0.263
S (5.337, 1.935, -7.476)  0.848
O (5.227, 0.387, -7.248)  -0.591
C (6.719, 2.090, -8.606)  -0.296
H (3.991, 3.343, -9.064)  0.051
H (3.066, 2.194, -8.275)  0.045
H (4.229, 1.615, -9.565)  0.051
H (7.569, 1.508, -8.249)  0.055
H (7.070, 3.120, -8.675)  0.049
H (6.479, 1.804, -9.630)  0.051
C (-7.831, -3.407, -0.063)  -0.030
C (-7.248, -4.530, -0.943)  -0.447
O (-7.682, -4.611, -2.113)  0.019
C (-6.149, -5.431, -0.385)  -0.021
H (-8.512, -2.848, -0.705)  0.079
H (-7.010, -2.779, 0.281)  0.077
H (-8.348, -3.776, 0.823)  0.077
H (-5.288, -4.799, -0.601)  0.088
H (-6.047, -6.412, -0.849)  0.083
H (-6.267, -5.509, 0.696)  0.075
C (-1.691, -2.824, -7.685)  -0.036
C (-2.209, -3.859, -6.780)  -0.555
O (-1.921, -3.857, -5.604)  0.071
C (-3.103, -4.858, -7.408)  -0.023
H (-0.907, -2.312, -7.128)  0.087
H (-2.471, -2.185, -8.099)  0.093
H (-1.169, -3.283, -8.525)  0.088
H (-3.654, -5.265, -6.561)  0.089
H (-2.386, -5.602, -7.755)  0.097
H (-3.767, -4.457, -8.175)  0.089
C (0.448, 0.315, -0.386)  -0.032
C (1.026, 1.627, 0.054)  -0.465
O (0.242, 2.471, 0.541)  0.013
C (2.521, 1.917, -0.206)  -0.014
H (1.213, -0.442, -0.213)  0.081
H (0.384, 0.457, -1.465)  0.095
H (-0.460, 0.182, 0.202)  0.088
H (3.262, 1.760, 0.578)  0.084
H (2.625, 2.967, -0.478)  0.080
H (2.707, 1.233, -1.034)  0.070

The orbital gap is 9.09 eV. For the HOMO energy, the calculation gives -9.058 eV.

***

# 3
Computed, not measured: 3 unconnected molecules or ions with the total composition C27H55B2F3I2N6O7P in a non-equilibrium geometry, with the ωB97M-V functional and the def2-TZVPD basis.

Last column: Löwdin charge in e.
Geometry (Å):
C (4.350, -1.358, 2.555)  -0.103
C (3.747, -2.583, 1.876)  -0.212
C (2.693, -2.383, 0.759)  -0.160
C (1.825, -1.115, 0.886)  -0.246
C (2.625, 0.024, 0.234)  -0.034
C (0.311, -1.245, 0.408)  -0.161
C (0.290, -2.227, -0.759)  -0.203
C (1.170, -1.928, -1.992)  -0.119
C (0.462, -2.427, -3.238)  -0.188
F (-0.063, -3.701, -3.027)  -0.055
N (-0.159, 0.068, -0.249)  0.116
B (-1.437, 0.080, -1.145)  -0.761
O (-1.470, 1.069, -2.076)  0.219
O (-2.416, -0.801, -0.996)  0.014
C (-3.244, -1.168, -2.125)  0.011
C (-0.272, 1.334, 0.617)  -0.342
P (0.701, 2.776, -0.149)  1.060
C (-0.557, 4.133, -0.178)  -0.396
C (-1.937, 3.828, -0.755)  -0.133
C (1.808, 3.414, 1.172)  -0.400
C (2.106, 4.908, 0.919)  -0.152
C (0.000, 0.991, 2.053)  -0.121
C (-0.768, -0.276, 2.562)  -0.070
B (-2.161, 0.470, 2.876)  -0.495
O (-2.305, 0.887, 4.180)  0.147
C (-3.248, 0.976, 1.847)  -0.127
C (-4.690, 0.488, 2.119)  -0.083
C (-0.587, -1.624, 1.744)  -0.172
C (-2.034, -2.238, 1.566)  -0.536
I (-2.246, -3.953, 0.180)  1.092
C (-2.707, -2.858, 2.831)  -0.734
C (-2.948, -2.084, 4.123)  -0.178
I (-4.745, -3.421, 2.225)  0.870
N (0.240, -2.592, 2.555)  0.130
C (0.298, -3.985, 2.469)  -0.557
O (0.214, -4.697, 3.398)  0.221
F (0.594, -4.436, 1.259)  0.072
C (0.692, -2.251, 3.881)  -0.452
O (1.798, -1.988, 4.154)  0.244
F (-0.292, -2.289, 4.807)  0.144
H (4.839, -1.664, 3.478)  0.083
H (5.128, -0.902, 1.942)  0.076
H (3.626, -0.592, 2.824)  0.060
H (4.564, -3.150, 1.428)  0.113
H (3.332, -3.247, 2.631)  0.093
H (2.142, -3.309, 0.683)  0.088
H (3.247, -2.319, -0.180)  0.107
H (1.836, -0.853, 1.938)  0.090
H (3.681, -0.219, 0.306)  0.091
H (2.452, 0.166, -0.830)  0.073
H (2.510, 0.956, 0.762)  0.036
H (-0.714, -2.343, -1.153)  0.010
H (0.516, -3.235, -0.448)  0.072
H (1.365, -0.873, -2.195)  0.109
H (2.134, -2.426, -1.944)  0.118
H (-0.339, -1.759, -3.566)  0.102
H (1.161, -2.504, -4.070)  0.134
H (0.553, 0.325, -0.938)  0.092
H (-0.672, 1.215, -2.596)  0.131
H (-3.670, -2.137, -1.889)  0.064
H (-2.648, -1.247, -3.030)  0.089
H (-4.042, -0.443, -2.250)  0.110
H (-1.280, 1.720, 0.543)  0.065
H (-0.106, 4.933, -0.761)  0.080
H (-0.680, 4.506, 0.842)  0.085
H (-1.881, 3.556, -1.805)  0.069
H (-2.530, 4.741, -0.717)  0.083
H (-2.489, 3.068, -0.209)  0.050
H (2.755, 2.888, 1.137)  0.065
H (1.343, 3.317, 2.153)  0.078
H (1.347, 5.527, 1.390)  0.069
H (3.050, 5.161, 1.396)  0.080
H (2.196, 5.139, -0.137)  0.033
H (-0.379, 1.836, 2.641)  0.138
H (1.053, 0.945, 2.307)  0.113
H (-0.314, -0.377, 3.543)  0.124
H (-3.141, 0.659, 4.593)  0.111
H (-3.255, 2.066, 1.971)  0.121
H (-3.047, 0.795, 0.795)  0.071
H (-5.393, 1.261, 1.813)  0.081
H (-4.893, 0.292, 3.169)  0.067
H (-4.923, -0.386, 1.517)  0.032
H (-2.732, -1.562, 1.092)  0.033
H (-2.323, -3.848, 3.048)  0.034
H (-2.152, -1.419, 4.410)  0.044
H (-3.077, -2.805, 4.928)  0.098
H (-3.877, -1.519, 4.087)  0.033
C (-1.794, -2.553, -6.347)  -0.673
O (-1.751, -1.444, -5.827)  0.001
N (-1.409, -3.662, -5.651)  0.169
N (-2.219, -2.748, -7.627)  0.160
H (-1.413, -4.600, -6.004)  0.104
H (-1.108, -3.466, -4.716)  0.051
H (-2.504, -1.939, -8.146)  0.107
H (-2.260, -3.649, -8.063)  0.098
C (4.166, 5.821, -2.787)  -0.671
O (3.811, 5.304, -1.738)  0.005
N (4.741, 7.057, -2.828)  0.156
N (4.016, 5.199, -3.994)  0.151
H (5.042, 7.500, -3.675)  0.097
H (4.867, 7.535, -1.956)  0.106
H (3.602, 4.287, -3.992)  0.099
H (4.303, 5.604, -4.865)  0.096

The orbital gap is 8.29 eV. For the HOMO energy, the calculation gives -10.480 eV. The value obtained for the relative energy (zero: lowest compared OMol25 entry of this formula, charge and spin) is 0.0 kJ/mol. Its charge is +1.

***

# 4
Computed, not measured: 2 unconnected molecules or ions with the total composition C27H55BrClN3O4S in a non-equilibrium geometry, with the ωB97M-V functional and the def2-TZVPD basis.

Last column: Löwdin charge in e.
Geometry (Å):
C (-5.308, 9.838, 5.952)  -0.160
C (-4.685, 8.910, 4.711)  -0.262
C (-3.586, 7.841, 5.324)  -0.233
C (-4.256, 6.345, 5.460)  -0.223
C (-4.000, 5.380, 4.140)  -0.209
C (-2.671, 4.423, 4.295)  -0.209
C (-2.857, 2.985, 3.501)  -0.212
C (-1.599, 2.682, 2.480)  -0.228
C (-0.426, 1.905, 3.326)  -0.220
C (0.666, 1.339, 2.238)  -0.234
C (1.487, 0.020, 2.779)  -0.217
C (3.078, 0.063, 2.304)  -0.222
C (3.207, -0.916, 0.991)  -0.233
C (3.411, -2.477, 1.513)  -0.223
C (2.592, -3.550, 0.580)  -0.222
C (3.563, -4.329, -0.536)  -0.200
C (2.615, -4.566, -1.856)  -0.214
C (3.350, -5.465, -3.052)  -0.144
C (3.477, -4.582, -4.418)  -0.241
C (4.876, -5.234, -5.072)  -0.563
Br (6.628, -4.374, -4.578)  0.709
N (4.597, -5.478, -6.573)  -0.108
O (5.651, -5.360, -7.397)  -0.040
C (3.469, -4.438, -6.757)  -0.102
N (3.509, -3.498, -7.741)  0.093
C (2.405, -2.473, -7.801)  -0.213
S (3.055, -0.817, -8.499)  0.843
O (4.160, -1.045, -9.602)  -0.416
O (1.895, -0.044, -9.239)  -0.399
N (2.597, -4.780, -5.603)  -0.064
C (1.136, -4.643, -5.589)  -0.556
Cl (0.507, -5.285, -7.255)  0.598
C (0.281, -5.470, -4.468)  -0.226
C (-0.445, -4.487, -3.325)  -0.115
H (-5.762, 10.827, 5.467)  0.072
H (-4.485, 10.077, 6.749)  0.065
H (-6.211, 9.265, 6.454)  0.075
H (-5.601, 8.331, 4.256)  0.102
H (-4.209, 9.614, 3.878)  0.102
H (-3.280, 8.189, 6.408)  0.097
H (-2.631, 7.785, 4.622)  0.110
H (-5.401, 6.474, 5.664)  0.104
H (-3.743, 5.830, 6.401)  0.107
H (-3.832, 6.081, 3.215)  0.107
H (-4.995, 4.765, 3.991)  0.110
H (-2.514, 4.169, 5.430)  0.102
H (-1.729, 5.022, 3.891)  0.100
H (-2.988, 2.144, 4.324)  0.099
H (-3.869, 3.043, 2.891)  0.101
H (-1.159, 3.700, 2.044)  0.106
H (-1.946, 2.060, 1.544)  0.104
H (0.073, 2.667, 4.089)  0.124
H (-0.929, 0.992, 3.901)  0.129
H (0.130, 1.050, 1.233)  0.104
H (1.448, 2.214, 2.048)  0.109
H (1.387, 0.005, 3.955)  0.114
H (0.965, -0.957, 2.344)  0.115
H (3.416, 1.168, 2.013)  0.109
H (3.809, -0.368, 3.138)  0.110
H (4.145, -0.631, 0.317)  0.106
H (2.215, -0.817, 0.359)  0.103
H (4.541, -2.795, 1.509)  0.107
H (3.048, -2.495, 2.649)  0.119
H (1.699, -2.963, 0.052)  0.108
H (2.075, -4.321, 1.317)  0.118
H (4.490, -3.628, -0.718)  0.117
H (3.870, -5.348, 0.000)  0.130
H (2.311, -3.479, -2.246)  0.114
H (1.646, -5.137, -1.522)  0.109
H (2.897, -6.536, -3.175)  0.128
H (4.464, -5.630, -2.653)  0.122
H (3.849, -3.482, -4.162)  0.161
H (4.803, -6.359, -4.678)  0.139
H (5.987, -4.419, -7.464)  0.116
H (4.275, -3.416, -8.475)  0.180
H (2.110, -2.216, -6.678)  0.136
H (1.487, -2.826, -8.437)  0.135
H (3.540, 0.013, -7.439)  0.115
H (0.823, -3.497, -5.473)  0.133
H (-0.641, -5.999, -5.014)  0.110
H (0.871, -6.362, -3.953)  0.115
H (0.244, -3.585, -3.042)  0.067
H (-1.529, -4.198, -3.659)  0.094
H (-0.578, -5.198, -2.375)  0.098
C (-6.774, 1.828, 4.923)  -0.157
C (-5.925, 1.342, 3.736)  -0.620
O (-4.722, 1.061, 4.211)  -0.360
H (-6.356, 2.732, 5.384)  0.043
H (-7.786, 2.075, 4.579)  0.037
H (-6.872, 1.059, 5.699)  0.051
H (-6.015, 2.132, 2.974)  0.054
H (-6.510, 0.530, 3.276)  0.061

The orbital gap is 0.02 eV. For the HOMO energy, the calculation gives -3.641 eV.

***

DFT total energy for the records above, in order: -5596.86851, -3035.43884, -3203.00356, -4958.53870 a.u.